ORCA calculation (ωB97M-V/def2-TZVPD) on a 2-piece molecular cluster, CH3ClFO3P overall at a distorted geometry.

Cartesian coordinates (Å):
C  0.337  -0.245  -0.208
O  0.922  0.002  -1.374
O  2.585  -1.778  0.595
O  2.479  1.449  -0.143
F  3.637  -2.652  0.314
P  2.414  0.503  -1.533
Cl  4.028  1.687  0.571
H  0.467  0.723  0.305
H  1.003  -0.921  0.363
H  -0.724  -0.355  -0.236

Cartesian forces (eV/Å) of the 3 atoms listed first:
C 0.16 1.76 4.82
O 1.82 0.42 -4.96
O 0.79 0.10 -0.46

Results
Multiplicity   1
LUMO energy (alpha / beta)   -1.4377 / -2.4257 eV
HOMO level (alpha / beta)   -10.467 / -7.925 eV
ΔE to the lowest compared entry with this formula, charge and spin   4.3486 eV
Frontier orbital gap (alpha / beta)   9.03 / 5.50 eV

Here are the Mulliken charges for atoms 1 to 6, given in e: atom 1 (C): -0.493, atom 2 (O): -0.194, atom 3 (O): -0.320, atom 4 (O): -0.243, atom 5 (F): -0.133, atom 6 (P): 0.403